1.
{"formula": "C2H8N2S2", "method": "ωB97M-V/def2-TZVPD", "e_tot_ev": -26852.5951, "max_force_ev_per_a": 2.8, "homo_ev": -8.3520, "smiles": "[H]/N=C\\N.CSS", "symbols": ["C", "S", "S", "H", "H", "H", "H", "N", "C", "N", "H", "H", "H", "H"], "positions_angstrom": [[2.603, 1.336, 0.289], [2.714, -0.426, -0.126], [1.035, -1.299, 0.891], [3.535, 1.866, 0.108], [1.841, 1.747, -0.385], [2.235, 1.531, 1.298], [1.288, -2.389, 0.108], [-2.592, -0.516, 0.453], [-1.888, 0.071, -0.544], [-2.007, -0.287, -1.788], [-3.484, -0.964, 0.381], [-2.158, -0.395, 1.356], [-1.394, 0.993, -0.225], [-1.730, -1.269, -1.815]], "forces_ev_per_a": [[-1.5, 0.2, -0.4], [0.2, -0.1, 0.6], [1.0, 0.0, -0.9], [0.2, -0.4, 0.1], [0.2, 0.2, 0.1], [0.4, -0.2, 0.1], [-0.5, 0.4, 0.5], [1.4, 0.1, 1.5], [-1.8, -0.1, -2.1], [2.4, 0.7, 1.0], [0.2, -0.4, -0.4], [-0.7, -0.1, 0.3], [0.0, 0.2, -0.1], [-1.5, -0.4, -0.3]], "mulliken_charge": [-0.80, -0.03, -0.23, 0.31, 0.28, 0.29, 0.17, -0.38, 0.20, -0.68, 0.21, 0.18, 0.28, 0.23]}

---

2.
{"formula": "C2H8N3", "method": "ωB97M-V/def2-TZVPD", "e_tot_ev": -6670.9226, "max_force_ev_per_a": 4.0, "homo_ev": [-3.6753, -8.6645], "spin_multiplicity": 2, "symbols": ["C", "N", "C", "N", "N", "H", "H", "H", "H", "H", "H", "H", "H"], "positions_angstrom": [[0.116, 0.287, 1.895], [0.363, -0.350, 0.537], [0.076, -0.088, -0.784], [-0.041, -1.237, -1.584], [-0.165, 1.245, -1.230], [-0.337, 1.278, 1.818], [-0.553, -0.361, 2.552], [1.158, 0.357, 2.371], [0.594, -1.342, 0.654], [-0.688, -1.158, -2.411], [-0.121, -2.110, -0.982], [-0.244, 1.955, -0.590], [-0.159, 1.525, -2.246]], "forces_ev_per_a": [[0.8, -1.1, -0.6], [0.6, -0.9, 2.4], [0.0, 1.3, -0.3], [-0.5, -0.6, -0.5], [-0.1, -2.4, -3.2], [0.2, -0.1, -0.1], [0.8, 0.8, -0.8], [-1.7, 0.1, -0.4], [0.0, 1.0, 0.1], [0.4, -0.4, 1.3], [-0.5, 1.5, -1.4], [-0.2, 1.6, 1.5], [0.3, -0.8, 2.1]], "mulliken_charge": [-0.71, -0.29, 0.37, -0.54, -0.38, 0.31, 0.22, 0.23, 0.13, 0.19, 0.18, 0.13, 0.17]}

---

3.
{"formula": "C2H8N3", "method": "ωB97M-V/def2-TZVPD", "e_tot_ev": -6665.3341, "total_charge": 1, "max_force_ev_per_a": 5.5, "homo_ev": -14.0163, "smiles": "C/[NH+]=C/NN", "symbols": ["C", "C", "N", "N", "N", "H", "H", "H", "H", "H", "H", "H", "H"], "positions_angstrom": [[-0.111, -0.387, -0.102], [2.232, 0.083, -0.046], [-1.466, -0.465, -0.059], [0.883, 0.432, 0.188], [-2.590, 0.382, -0.106], [0.310, -1.293, -0.357], [2.514, 0.485, -0.886], [2.859, 0.528, 0.676], [2.369, -0.939, 0.102], [-1.731, -1.194, -0.653], [0.645, 1.361, 0.505], [-3.436, -0.163, 0.211], [-2.477, 1.170, 0.527]], "forces_ev_per_a": [[-1.1, 1.1, 0.7], [-0.5, -0.7, 3.8], [1.9, 0.5, 0.0], [-3.9, 1.2, 0.8], [-0.6, 0.9, 0.8], [0.2, -2.2, -0.9], [1.7, 1.4, -5.0], [0.5, 0.6, 1.2], [0.3, -1.8, -0.4], [-0.2, -1.9, -0.7], [0.3, 0.2, 0.0], [1.5, 0.6, -0.3], [-0.1, -0.1, 0.0]], "mulliken_charge": [0.19, -0.93, 0.04, -0.16, -0.59, 0.24, 0.40, 0.36, 0.34, 0.28, 0.24, 0.31, 0.27]}

---

4.
{"formula": "C2H8N3", "method": "ωB97M-V/def2-TZVPD", "e_tot_ev": -6666.1480, "total_charge": 1, "max_force_ev_per_a": 4.3, "homo_ev": -14.3017, "symbols": ["C", "C", "N", "N", "N", "H", "H", "H", "H", "H", "H", "H", "H"], "positions_angstrom": [[0.112, 0.586, 0.884], [-0.379, 0.678, -1.548], [-0.150, 0.751, -0.302], [-0.674, 1.794, -2.206], [0.257, -1.561, 1.513], [1.101, 0.802, 1.139], [-0.796, 0.661, 1.431], [-0.329, -0.299, -2.093], [-0.698, 2.711, -1.823], [-1.117, 1.786, -3.099], [0.826, -1.601, 2.366], [0.657, -2.127, 0.697], [-0.583, -1.998, 1.691]], "forces_ev_per_a": [[-1.0, 0.0, 1.1], [0.0, 0.0, 0.6], [-0.2, -0.5, -4.3], [-0.3, 0.0, -1.4], [2.8, 0.1, -1.9], [1.3, 0.1, 1.4], [0.0, -0.2, 1.7], [-0.2, 1.0, 0.5], [0.2, 0.3, 0.9], [0.1, -0.5, -0.6], [0.0, -0.3, -0.7], [-0.2, 1.1, 1.9], [-2.5, -1.0, 0.7]], "mulliken_charge": [-0.26, 0.17, -0.11, -0.34, -0.74, 0.34, 0.31, 0.31, 0.23, 0.24, 0.29, 0.30, 0.27]}

---

5.
{"formula": "C2H8N3", "method": "ωB97M-V/def2-TZVPD", "e_tot_ev": -6663.6588, "total_charge": 1, "max_force_ev_per_a": 5.2, "homo_ev": -15.2540, "smiles": "C/N=[N+](/C)N", "symbols": ["C", "C", "N", "N", "N", "H", "H", "H", "H", "H", "H", "H", "H"], "positions_angstrom": [[1.967, 0.303, 0.022], [-1.784, 0.851, 0.013], [0.687, 0.731, 0.205], [-0.408, -1.282, -0.277], [-0.321, -0.015, 0.031], [2.154, -0.596, -0.622], [2.441, -0.003, 1.039], [2.684, 1.160, -0.245], [-1.611, 2.020, -0.021], [-2.055, 0.481, 0.948], [-2.456, 0.457, -0.773], [-1.340, -1.759, -0.405], [0.429, -1.644, -0.630]], "forces_ev_per_a": [[4.8, -1.5, 1.1], [2.2, 0.5, -0.6], [-4.1, -0.4, -0.5], [-1.5, -0.9, 0.2], [-1.2, 5.0, -0.7], [-0.3, 0.8, 0.2], [-1.0, 0.3, -1.2], [-1.5, -1.1, 0.0], [0.1, -2.8, 0.0], [-1.3, 0.1, 1.7], [0.9, 0.2, 0.2], [1.6, 1.1, 0.1], [1.1, -1.2, -0.5]], "mulliken_charge": [-0.65, -0.61, -0.43, -0.50, 0.86, 0.23, 0.35, 0.29, 0.29, 0.40, 0.26, 0.29, 0.23]}

---

6.
{"formula": "C2H8N3O", "method": "ωB97M-V/def2-TZVPD", "e_tot_ev": -8713.9950, "total_charge": 1, "max_force_ev_per_a": 5.7, "homo_ev": -13.9164, "symbols": ["C", "N", "O", "H", "H", "H", "N", "C", "N", "H", "H", "H", "H", "H"], "positions_angstrom": [[0.774, -0.196, -1.613], [1.106, 0.388, -2.766], [0.359, 0.295, -0.621], [1.341, -1.141, -1.636], [2.066, 0.352, -3.140], [0.369, 1.086, -3.219], [-1.844, 0.140, 1.176], [-0.960, -0.466, 1.939], [0.457, -0.220, 1.940], [-1.498, 0.858, 0.557], [-2.814, -0.133, 1.287], [-1.407, -1.020, 2.669], [1.029, -0.364, 2.866], [1.126, -0.174, 1.184]], "forces_ev_per_a": [[4.8, -1.6, -1.6], [-2.9, 3.3, -3.1], [-2.9, 1.1, 1.9], [-0.5, -0.7, 0.8], [-1.2, -0.5, 0.1], [2.8, -1.5, 1.5], [1.7, -0.8, 0.6], [4.4, 3.2, -2.0], [-2.0, -1.4, 3.5], [-0.3, 0.0, -0.6], [0.1, 0.4, -0.3], [-0.4, -1.7, 2.2], [-2.2, -0.2, -2.2], [-1.2, 0.5, -0.8]], "mulliken_charge": [0.17, -0.39, -0.63, 0.28, 0.25, 0.26, -0.21, 0.11, -0.35, 0.27, 0.28, 0.40, 0.30, 0.27]}